Formula: C5H10O
Source: the OMol25 dataset
Level of theory: ωB97M-V with the def2-TZVPD basis set

Properties
Molar mass   86.134 g mol⁻¹
Energy above the lowest of the compared OMol25 structures with the same formula, charge and spin   55.46 kcal/mol
LUMO energy   0.8 eV
Total energy   -271.6642 Ha
E_HOMO   -0.3211 Eh
2S+1   1
HOMO-LUMO gap   0.3522 hartree

Each line ends with the natural charge from an NBO analysis.
Atoms and positions in Å:
C (-1.3837, -0.5344, 2.1051)  -0.651
C (-0.3017, -0.7175, 1.0504)  -0.340
C (-0.1402, 0.0241, -0.0676)  0.288
O (-1.2636, 0.7238, -0.4433)  -0.714
C (0.8820, -0.1816, -1.1354)  -0.446
C (1.4613, 1.1263, -1.6634)  -0.603
H (-1.5692, -1.4846, 2.6149)  0.218
H (-1.0736, 0.1932, 2.8678)  0.228
H (-2.3473, -0.1788, 1.7172)  0.218
H (-1.5169, -0.2640, -0.1308)  0.528
H (0.4036, -1.5184, 1.1903)  0.208
H (0.3796, -0.7033, -1.9634)  0.216
H (1.6560, -0.8473, -0.7459)  0.212
H (1.9851, 1.6720, -0.8730)  0.207
H (2.1692, 0.9276, -2.4736)  0.212
H (0.6593, 1.7628, -2.0495)  0.220